Entry 1:
Formula: C12H32FeO16PS4
Source: OMol25
Level of theory: wB97M-V/def2-TZVPD

```
66
Properties=species:S:1:pos:R:3:forces:R:3:mulliken_spin:R:1
Fe 0.431 -0.035 1.146 -1.605 0.675 -1.506 4.032
P 1.957 -0.517 2.800 2.785 -3.195 4.834 -0.036
O 2.056 -0.798 1.295 5.338 -3.800 -4.181 0.262
O 0.485 -0.964 2.776 -3.900 -4.443 3.678 0.268
O 1.456 0.857 2.457 2.055 8.407 2.596 0.249
O 2.949 -1.024 3.921 -3.006 2.104 -3.975 0.025
O -1.057 1.298 1.739 -1.282 1.602 0.469 0.025
S -1.401 2.491 2.505 0.977 -0.086 0.698 0.011
O -0.574 3.679 2.303 -1.559 -1.309 0.228 0.002
O -2.971 2.733 2.220 0.865 -0.398 0.050 0.003
C -3.447 3.865 1.440 1.931 0.911 -1.046 0.000
C -2.652 4.201 0.101 -1.258 0.244 0.585 0.000
C -1.372 2.015 4.308 0.434 0.371 -0.880 0.006
H -3.311 4.719 2.103 -0.442 0.055 -0.078 0.000
H -4.490 3.692 1.173 0.165 -0.245 0.503 0.000
H -3.201 3.869 -0.780 0.258 -0.635 0.082 0.000
H -1.592 3.951 0.056 -0.295 -0.196 0.182 0.000
H -2.741 5.282 0.002 0.277 0.184 0.173 0.000
H -1.064 2.864 4.919 -0.543 0.381 -0.356 0.000
H -0.521 1.342 4.415 -0.149 -0.440 -0.523 -0.001
H -2.310 1.568 4.636 0.111 0.083 -0.297 -0.001
O 0.828 0.289 -3.100 -1.047 0.050 -0.757 0.002
S 0.888 -0.916 -2.352 2.367 -0.953 0.661 0.011
O 0.584 -0.848 -0.937 -0.636 -1.232 -2.056 0.009
O 0.143 -2.183 -3.087 0.843 1.220 2.710 0.002
C -0.474 -2.092 -4.341 0.372 1.236 -1.359 0.000
C -1.318 -3.270 -4.464 -0.747 -1.569 0.486 0.000
C 2.590 -1.506 -2.552 -0.182 0.584 -0.184 0.001
H 0.286 -2.131 -5.121 0.095 0.737 -0.077 0.000
H -1.129 -1.222 -4.394 0.520 0.367 -0.092 0.000
H -1.593 -3.458 -3.426 -0.921 -0.295 -0.279 0.000
H -0.779 -4.168 -4.765 -0.033 0.089 -0.298 0.000
H -2.153 -3.044 -5.128 -0.096 -0.431 0.176 0.000
H 2.642 -1.995 -3.525 -0.050 -0.248 0.227 0.000
H 2.997 -2.088 -1.725 -0.500 -0.150 -0.079 0.000
H 3.170 -0.588 -2.652 -0.084 0.091 0.193 -0.001
O -1.263 -1.122 0.871 -3.943 -1.859 0.114 0.052
S -2.591 -1.645 1.301 0.994 0.215 -0.138 0.017
O -3.604 -0.774 1.842 0.971 -0.517 -1.144 0.002
O -3.233 -2.484 0.060 -0.669 2.140 1.497 0.006
C -2.445 -3.063 -0.915 1.323 -1.467 -2.188 0.002
C -2.133 -4.513 -0.585 0.789 0.303 0.352 0.001
C -2.476 -3.008 2.433 1.052 0.789 0.147 0.001
H -1.547 -2.511 -1.195 0.124 0.272 0.761 -0.003
H -2.981 -3.080 -1.863 -0.671 0.321 0.214 0.001
H -3.055 -5.095 -0.555 0.235 -0.150 0.157 0.000
H -1.565 -4.553 0.344 -0.434 -0.190 0.294 0.000
H -1.400 -4.940 -1.268 -0.379 0.008 -0.518 0.000
H -3.424 -3.532 2.312 0.316 -0.105 0.237 0.001
H -2.302 -2.568 3.415 -0.342 -0.020 0.038 0.000
H -1.561 -3.557 2.213 -0.324 -0.256 -0.178 0.000
O 1.440 3.069 -2.047 0.659 0.285 0.570 0.002
S 1.934 2.467 -0.853 0.992 -1.488 1.619 0.010
O 1.028 1.569 -0.146 0.625 1.225 -0.957 0.031
O 3.274 1.575 -1.289 -1.405 1.456 0.186 0.002
C 4.011 0.878 -0.262 -1.353 -0.895 1.354 0.008
C 5.442 1.159 -0.235 1.341 0.604 -0.653 0.000
C 2.530 3.642 0.492 -0.980 0.219 -1.027 0.002
H 3.910 -0.200 -0.386 -0.605 0.108 -0.243 -0.003
H 3.606 1.046 0.736 -0.561 0.251 -0.218 0.000
H 5.810 0.892 0.755 0.209 -0.111 -0.140 0.000
H 5.664 2.211 -0.420 0.096 0.054 0.047 0.000
H 5.916 0.551 -1.005 0.485 0.210 0.089 0.000
H 1.669 3.840 1.130 -0.220 -0.741 0.046 -0.001
H 2.689 4.628 0.055 0.694 -0.298 -0.391 0.000
H 3.345 3.251 1.100 -0.074 -0.127 -0.435 0.000
```
Forces are in eV/Å.

Expectation value of S²: 8.7582
Largest force on an atom in eV/Å: 9.0
2S+1: 6
E in hartree: -4877.966462


Entry 2:
Formula: C26H34CaCl4N2O6S
Source: OMol25
Level of theory: wB97M-V/def2-TZVPD

```
74
Properties=species:S:1:pos:R:3:forces:R:3:lowdin_charge:R:1
Ca -0.329 -0.148 0.604 0.564 1.328 -0.195 1.347
C 2.750 0.065 -0.421 0.686 0.369 -0.004 -0.077
O 1.521 -0.622 -0.423 1.122 -0.514 -0.302 -0.355
C 1.657 -1.984 -0.718 -0.057 -0.882 -0.132 -0.169
C 0.277 -2.521 -1.058 0.753 -0.264 -0.658 -0.164
O -0.540 -2.330 0.071 0.075 -0.761 0.161 -0.245
C -1.913 -2.538 -0.159 -0.918 -0.143 0.098 -0.157
C -2.626 -2.201 1.144 -0.164 -0.779 -0.343 -0.166
O -2.228 -0.920 1.548 -0.659 -0.402 0.142 -0.354
C -2.451 -0.685 2.919 -0.092 0.118 0.623 -0.115
H 3.265 -0.075 -1.379 -0.163 0.072 0.038 0.095
H 2.520 1.119 -0.278 0.104 -0.002 -0.029 0.092
H 3.393 -0.263 0.403 -0.158 -0.017 -0.129 0.097
H 2.327 -2.123 -1.577 -0.117 0.009 0.041 0.139
H 2.079 -2.525 0.144 -0.010 0.073 -0.102 0.140
H -0.119 -1.955 -1.910 -0.021 -0.126 0.061 0.087
H 0.336 -3.590 -1.311 -0.011 0.196 0.003 0.148
H -2.261 -1.885 -0.968 0.012 -0.086 0.000 0.105
H -2.122 -3.584 -0.436 0.088 0.216 0.051 0.149
H -3.718 -2.246 0.994 0.238 -0.023 0.061 0.149
H -2.335 -2.938 1.908 -0.090 0.118 -0.078 0.137
H -3.523 -0.693 3.147 0.089 0.063 -0.070 0.101
H -1.936 -1.433 3.531 -0.013 0.017 -0.119 0.100
H -2.023 0.290 3.142 -0.115 -0.020 0.096 0.068
Cl -6.991 0.340 -2.548 -0.312 0.025 -0.070 0.658
C -5.361 0.503 -1.997 0.282 0.006 0.051 -0.695
C -4.326 0.068 -2.808 -0.141 0.036 0.180 -0.140
C -3.030 0.161 -2.346 0.075 0.113 0.225 -0.579
Cl -1.736 -0.436 -3.324 -0.028 -0.076 -0.355 0.770
C -2.679 0.708 -1.088 -1.170 0.237 -0.608 -0.509
O -1.476 0.792 -0.673 -1.589 1.608 -2.057 -0.362
C -3.790 1.152 -0.328 0.247 -0.201 -0.229 -0.551
Cl -3.424 1.832 1.213 -0.311 0.410 0.259 0.787
C -5.099 1.049 -0.750 0.002 -0.070 -0.177 -0.132
H -4.524 -0.341 -3.786 -0.030 -0.078 -0.069 0.103
H -5.903 1.391 -0.119 -0.088 0.042 0.070 0.104
C -0.759 4.077 0.739 0.007 -0.455 0.446 -0.379
S -0.235 2.633 1.732 0.358 0.465 -0.280 0.756
C 1.442 3.161 2.168 -0.292 -0.052 0.193 -0.375
H -1.156 4.843 1.399 0.016 0.091 -0.053 0.038
H -1.541 3.743 0.065 -0.102 -0.001 -0.099 0.010
H 0.086 4.467 0.180 0.077 0.019 -0.067 0.016
H 2.001 3.430 1.274 0.010 0.026 -0.018 0.037
H 1.904 2.294 2.636 0.039 0.098 -0.045 0.006
H 1.396 3.996 2.864 0.066 0.079 -0.034 0.037
C 0.841 4.733 -2.788 -0.074 -0.028 0.063 -0.029
C 1.019 3.270 -3.005 0.138 0.037 -0.090 -0.297
C 1.586 2.564 -4.047 -0.144 0.216 0.196 0.011
C 1.465 1.208 -3.691 -0.097 0.326 0.349 -0.367
N 0.877 1.101 -2.514 0.050 -0.675 -0.148 0.051
N 0.616 2.341 -2.107 0.146 0.248 -0.264 0.050
C 1.897 -0.004 -4.440 -0.031 0.007 0.165 -0.032
H 1.287 5.295 -3.605 0.005 -0.014 -0.020 0.078
H 1.315 5.053 -1.858 0.010 0.042 -0.015 0.070
H -0.217 4.991 -2.735 -0.028 0.069 0.010 0.082
H 2.013 2.966 -4.943 0.090 0.151 -0.182 0.102
H 0.083 2.454 -1.256 -0.068 0.037 -0.101 0.108
H 2.177 0.255 -5.456 0.017 -0.053 -0.117 0.075
H 1.085 -0.728 -4.460 -0.007 -0.101 -0.102 0.057
H 2.754 -0.472 -3.955 0.087 -0.065 -0.036 0.067
Cl 3.725 -5.935 4.572 0.077 -0.135 0.056 0.662
C 3.121 -4.418 3.994 -0.054 0.136 -0.073 -0.674
C 3.896 -3.275 4.126 -0.011 -0.114 0.041 -0.097
C 3.397 -2.070 3.669 -0.072 0.031 -0.055 -0.011
C 2.135 -1.998 3.096 0.035 0.026 -0.115 -0.124
C 1.381 -3.156 2.955 0.065 0.133 0.116 -0.023
C 1.868 -4.370 3.403 0.086 -0.096 0.059 -0.100
C 1.594 -0.669 2.613 1.079 -0.349 0.775 -0.621
O 2.380 0.269 2.467 0.222 0.118 0.028 0.004
O 0.359 -0.628 2.390 0.309 -0.761 3.025 -0.224
H 4.872 -3.326 4.586 0.050 -0.072 0.033 0.104
H 3.982 -1.167 3.761 0.025 0.109 -0.015 0.119
H 0.409 -3.087 2.493 -0.145 -0.009 -0.037 0.104
H 1.282 -5.271 3.313 -0.019 -0.096 -0.024 0.102
```
Forces are in eV/Å.

Largest force on an atom in eV/Å: 3.1
E in hartree: -4488.766859
Energy above the lowest of the compared OMol25 structures with the same formula, charge and spin in kcal per mole: 52.7